1.
This record from the OMol25 dataset describes a molecular structure, C25H44LaO2P2 in a non-equilibrium geometry. The level of theory is ωB97M-V with the def2-TZVPD basis set.

**Energy relative to the best compared isomer or geometry (same formula, charge and spin)**: 173.5 kJ/mol
**E_LUMO**: -2.5645 eV
**F_max**: 4.95 eV Å⁻¹
**Calculated total energy**: -1843.4931 a.u.

The geometry in ORCA input format:
```
! RIJCOSX wB97M-V def2-TZVPD def2/J DEFGRID3
* xyz 1 1
La -0.87913 -0.42389 1.69549
C 1.79272 -1.63514 1.86810
C 1.92216 -0.37431 2.51720
C 0.40436 -1.65892 3.70472
C 0.84176 -2.42385 2.58355
C 1.06427 -0.38948 3.65420
C 2.62495 -2.14156 0.75543
H 2.03170 -2.69228 0.01632
H 3.40280 -2.83748 1.11018
H 3.13917 -1.33732 0.22411
C 0.40359 -3.79877 2.23541
H 1.15058 -4.30307 1.61013
H -0.54695 -3.81595 1.67569
H 0.26724 -4.40076 3.14403
C -0.63836 -2.09190 4.67161
H -0.42020 -3.10900 5.03036
H -1.66235 -2.11081 4.24535
H -0.65407 -1.42124 5.54129
C 0.88898 0.70491 4.64748
H 1.28257 0.42172 5.63306
H -0.16496 0.96894 4.80054
H 1.41683 1.61775 4.33790
C 2.83919 0.74389 2.14351
H 3.16322 1.28506 3.04724
H 2.35580 1.48159 1.47812
H 3.72708 0.36689 1.62074
C 2.53423 -0.58949 -3.80295
C 2.78684 0.59160 -4.38275
C 1.88907 1.79842 -4.44813
C 0.38692 1.52233 -4.17069
C 0.00816 1.83715 -2.70862
C 1.06222 1.39029 -1.77061
C 1.30869 -0.05135 -1.56508
C 1.44334 -0.95211 -2.82690
H 1.98389 2.22614 -5.46172
H 0.14874 0.48912 -4.43193
H 2.26563 2.58295 -3.77415
H 0.46932 -1.02276 -3.33541
H 3.14593 -1.45568 -4.08912
H 3.74772 0.72342 -4.90190
H 1.66012 -1.96591 -2.46092
H 2.21177 -0.15667 -0.95218
H 1.87403 2.08176 -1.53476
H 0.51260 -0.54689 -0.96133
H -0.21299 2.15979 -4.83617
H -0.10408 2.94059 -2.68151
P -1.62646 1.22066 -2.12642
C -2.16085 -0.16148 -3.14333
C -2.73082 2.60562 -2.54666
P -0.22572 1.77973 0.37723
C -1.73778 0.89696 -0.40597
C -0.14340 3.51908 -0.22029
C -1.17692 2.29889 1.93198
H -1.95948 -1.12946 -2.66173
H -1.70220 -0.13837 -4.14358
H -3.24806 -0.05184 -3.28944
H -3.64013 2.17993 -3.00354
H -2.24299 3.27189 -3.27577
H -3.01732 3.18004 -1.65731
H -1.69531 3.20639 1.59386
H -0.47985 2.56876 2.73667
H -1.97189 1.61976 2.31691
H -1.81543 -0.23459 -0.31997
H -2.67099 1.31500 0.00128
H 0.19989 4.11356 0.63515
H -1.12123 3.90112 -0.51746
H 0.58430 3.70396 -1.01469
C -3.86300 -3.39101 1.44197
C -3.01794 -2.16259 1.33946
O -3.06326 -1.25656 2.25920
O -2.17987 -2.04827 0.37085
H -3.59142 -3.90632 2.37300
H -3.65825 -4.03463 0.58141
H -4.91870 -3.09393 1.47227
*
```

Here are the Löwdin charges for atoms 1 to 2, given in e:
1 La 1.989
2 C -0.292

2.
This record from the OMol25 dataset describes 6 unconnected molecules or ions with the total composition C6H22IO8 in a non-equilibrium geometry. The level of theory is ωB97M-V with the def2-TZVPD basis set.

**E_LUMO (alpha / beta)**: -0.0780 / -5.1447 eV
**F_max**: 2.08 eV Å⁻¹
**Calculated total energy**: -1141.2885 a.u.
**Expectation value of S²**: 0.753

The geometry in ORCA input format:
```
! RIJCOSX wB97M-V def2-TZVPD def2/J DEFGRID3
* xyz 0 2
I -0.63969 -1.70697 -0.26132
O -3.95166 -2.02378 1.61893
H -4.02466 -1.27437 2.20993
H -3.23278 -1.79550 1.02957
O 0.75313 -4.67384 1.37939
H 0.26860 -4.03460 0.85705
H 0.32601 -4.65712 2.23585
C 2.55394 -2.10104 3.68302
C 2.55398 -1.11712 2.52865
O 1.37124 -0.39478 2.66371
O 3.86451 -2.61776 3.83177
H 1.83421 -2.88076 3.43376
H 2.30337 -1.75526 4.68589
H 2.62384 -1.67595 1.59541
H 3.40516 -0.43643 2.54455
H 0.83152 -0.61999 1.90241
H 4.58803 -1.99745 3.94726
C -3.83859 2.70335 -1.19538
C -2.72355 1.68614 -1.20867
O -2.46646 1.26445 0.12016
O -3.45581 4.00128 -0.69780
H -4.68272 2.27424 -0.65556
H -4.22635 2.86891 -2.20053
H -1.78035 2.03235 -1.63131
H -3.07220 0.89574 -1.87336
H -1.97055 0.44249 0.11259
H -2.83872 3.83220 0.01789
C 1.89231 1.94915 -3.71190
C 1.34881 1.60590 -2.33703
O 1.79214 0.31636 -1.78615
O 1.49104 1.12246 -4.79012
H 2.97966 1.92140 -3.64110
H 1.54837 2.93877 -4.01264
H 0.26082 1.59697 -2.40252
H 1.56193 2.42348 -1.64838
H 1.06692 -0.30716 -1.70319
H 1.68452 0.19409 -4.64084
*
```

Here are the Löwdin charges for atoms 1 to 2, given in e:
1 I 0.789
2 O -0.066

3.
This record from the OMol25 dataset describes 2 unconnected molecules or ions with the total composition C2H5N3OS in a non-equilibrium geometry. The level of theory is ωB97M-V with the def2-TZVPD basis set.

**Energy relative to the best compared isomer or geometry (same formula, charge and spin)**: 305.9 kJ/mol
**SMILES**: CNN=S.N=C=O
**E_LUMO (alpha / beta)**: -0.2719 / -0.2729 eV
**F_max**: 3.95 eV Å⁻¹
**Calculated total energy**: -716.8242 a.u.

The geometry in ORCA input format:
```
! RIJCOSX wB97M-V def2-TZVPD def2/J DEFGRID3
* xyz 0 1
C -1.13260 0.26055 0.20758
N 0.29661 0.25611 0.07039
N 1.11408 -0.72770 -0.12754
S 0.55858 -2.28630 -0.02612
H -1.50667 -0.30919 1.09716
H -1.46513 -0.21915 -0.76323
H -1.32348 1.37049 0.35169
H 0.85315 1.14200 0.14058
N 3.87018 -0.18095 0.35303
C 3.07950 0.56967 -0.13609
O 2.54825 1.58378 -0.24796
H 3.90160 -1.22628 0.24087
*
```

Here are the Löwdin charges for atoms 1 to 2, given in e:
1 C -0.106
2 N -0.200

4.
This record from the OMol25 dataset describes a molecular structure, C41H78GeN3O3PSSi3Ti. The level of theory is ωB97M-V with the def2-TZVPD basis set.

**E_LUMO (alpha / beta)**: 2.2021 / 1.5829 eV
**F_max**: 0.64 eV Å⁻¹
**Calculated total energy**: -6533.6936 a.u.
**Expectation value of S²**: 3.789

The geometry in ORCA input format:
```
! RIJCOSX wB97M-V def2-TZVPD def2/J DEFGRID3
* xyz -1 4
Ti 0.32355 -0.30666 -0.32304
N 2.80956 0.58528 0.74600
N 2.87716 1.60808 -0.21839
C 2.44751 1.32735 -1.52488
O 2.84575 2.01895 -2.44443
O 1.64137 0.31485 -1.61648
H 2.62050 0.99396 1.65281
H 3.68815 0.07817 0.76239
H 3.67839 2.22121 -0.20002
C -6.08678 0.00372 -2.25264
C -5.10898 0.69403 -1.29344
C -5.05674 2.19209 -1.58278
C -3.75925 0.02014 -1.33849
C -2.94381 0.05866 -2.49406
C -1.78659 -0.65151 -2.61684
C -1.04316 -0.62578 -3.94587
C -1.96068 -0.93436 -5.13559
C -0.33427 0.70730 -4.20089
C -1.27923 -1.50349 -1.50548
C -2.22379 -1.61335 -0.36478
C -3.35869 -0.83536 -0.31413
C -2.00178 -2.67283 0.69633
C -2.68902 -4.00794 0.37760
C -2.44726 -2.22526 2.09119
C -0.84550 -2.86619 -2.06493
C -1.85182 -3.49967 -2.81774
C -1.64957 -4.67900 -3.50011
C -0.39601 -5.28363 -3.45987
C 0.59315 -4.70545 -2.69521
C 0.39141 -3.51806 -1.96997
P 1.75040 -2.82306 -0.92748
C 2.13000 -4.22211 0.29617
C 2.26177 -5.65836 -0.22004
C 0.99610 -4.24942 1.32554
C 3.41078 -3.82699 1.04517
C 3.21314 -2.68525 -2.12916
C 2.67216 -2.09846 -3.44075
C 4.20446 -1.67136 -1.53551
C 4.01401 -3.94644 -2.47028
H -7.07553 0.46951 -2.21827
H -6.19426 -1.05418 -2.00529
H -5.71919 0.07095 -3.27953
H -5.49483 0.56364 -0.27532
H -4.63930 2.39016 -2.57119
H -4.42661 2.71288 -0.86359
H -6.06011 2.62629 -1.54399
H -3.25680 0.68021 -3.32817
H -0.27724 -1.40572 -3.92048
H -2.58745 -0.07147 -5.37195
H -2.61808 -1.78148 -4.93963
H -1.36569 -1.15981 -6.02447
H -1.06491 1.51034 -4.31461
H 0.25521 0.64708 -5.12099
H 0.33695 0.98288 -3.39261
H -4.01725 -0.93275 0.54472
H -0.92858 -2.84315 0.74177
H -3.76148 -3.84912 0.23658
H -2.55971 -4.70823 1.20949
H -2.29855 -4.47978 -0.52245
H -3.53608 -2.24791 2.18527
H -2.10337 -1.21543 2.31069
H -2.04873 -2.90526 2.85004
H -2.81708 -3.00763 -2.85458
H -2.45705 -5.12422 -4.06948
H -0.19469 -6.19162 -4.01463
H 1.55978 -5.18489 -2.66799
H 1.31787 -6.02108 -0.62429
H 2.51919 -6.29611 0.63231
H 3.03547 -5.79199 -0.97284
H 0.07491 -4.63614 0.88765
H 0.79699 -3.26498 1.74254
H 1.28366 -4.91567 2.14517
H 4.30051 -3.88151 0.41904
H 3.55629 -4.50894 1.88816
H 3.33770 -2.81227 1.44471
H 2.06866 -1.20663 -3.27275
H 2.07311 -2.82705 -3.98814
H 3.52228 -1.81296 -4.06753
H 3.71911 -0.71737 -1.35867
H 5.01579 -1.50689 -2.25015
H 4.64815 -2.02164 -0.60195
H 3.43048 -4.69166 -3.00926
H 4.46331 -4.42017 -1.59862
H 4.83265 -3.64585 -3.13181
S -1.70553 3.47101 -2.20657
C -1.11856 2.33751 -1.20642
N -0.69631 1.52076 -0.47233
C 0.54675 1.84311 5.46198
Si 1.58759 2.72877 4.15200
C 1.97872 4.42380 4.88946
C 3.23198 1.78663 4.11756
Ge 0.48667 2.91372 2.02147
Si -1.75440 3.51763 2.55940
C -2.60148 4.55349 1.24622
C -1.88499 4.52549 4.15321
C -2.72872 1.91973 2.74763
Si 1.58239 4.79606 1.04247
C 1.42658 4.98666 -0.80833
C 3.44903 4.74900 1.41711
C 0.93700 6.39141 1.82692
H 1.18437 1.57349 6.30912
H 0.07270 0.93266 5.09437
H -0.25055 2.48645 5.83616
H 2.34697 4.29152 5.91142
H 1.09055 5.05680 4.92755
H 2.73923 4.95485 4.31431
H 3.64258 1.77231 5.13158
H 3.97380 2.25254 3.46671
H 3.11164 0.74895 3.79866
H -2.01211 5.41728 0.93306
H -3.55098 4.91557 1.65290
H -2.80261 3.97711 0.34385
H -1.46674 5.52462 4.00935
H -1.38703 4.07947 5.01251
H -2.94655 4.63661 4.39406
H -2.52416 1.26502 1.89586
H -3.80555 2.10654 2.78604
H -2.44041 1.38133 3.65471
H 1.90031 4.16624 -1.35031
H 1.91765 5.92234 -1.09502
H 0.38772 5.02447 -1.13622
H 4.00388 4.53298 0.50109
H 3.73273 4.00463 2.16109
H 3.78548 5.72229 1.78444
H -0.13595 6.52422 1.67769
H 1.45048 7.23386 1.35332
H 1.13095 6.43379 2.90038
C 0.76125 -0.93553 2.69758
O 0.17576 -0.64163 1.48442
H 0.20213 -1.71633 3.23156
H 0.78456 -0.04895 3.34399
H 1.79925 -1.28645 2.57919
*
```

Here are the Löwdin charges for atoms 1 to 2, given in e:
1 Ti 0.869
2 N 0.042